{"formula": "C3H4N2OS", "method": "the ωB97M-V functional and the def2-TZVPD basis", "elements": ["C", "C", "C", "H", "H", "H", "H", "N", "N", "O", "S"], "positions_angstrom": [[-0.85, 0.33, -0.16], [-0.83, -0.36, 1.00], [1.23, -0.49, 0.19], [-2.92, 1.31, -0.11], [-1.67, -0.64, 1.62], [2.89, -0.64, -0.72], [0.90, 0.83, -1.42], [2.42, -0.87, 0.18], [0.43, 0.24, -0.64], [0.38, -0.92, 1.20], [-1.98, 1.21, -1.14]], "mulliken_charge": [0.13, -0.13, 0.40, 0.15, 0.41, 0.22, 0.26, -0.64, -0.17, -0.37, -0.26], "smiles": "[H]/N=c1\\[nH]c(S)co1", "de_lowest_kcal_mol": 35.59, "e_homo_ha": -0.288, "lumo_ev": 0.485, "homo_lumo_gap_ev": 8.32, "charge": 0}